one | # C3H2N2O2

The molecule C3H2N2O2 (ωB97M-V with the def2-TZVPD basis set, the OMol25 dataset).

```
9
Properties=species:S:1:pos:R:3:mulliken_charge:R:1
O 0.725 -0.640 -0.072 -0.188
O 2.554 0.646 -0.612 -0.360
N -2.219 0.750 0.391 0.076
N -1.291 -0.107 0.119 0.152
C 2.061 -0.388 -0.332 0.197
C -2.774 1.725 0.512 -0.195
C -0.103 0.422 -0.082 -0.312
H 2.582 -1.344 -0.231 0.342
H -1.536 -1.065 0.307 0.287
```

Properties
* charge: 0
* HOMO-LUMO gap: 10.486 eV
* HOMO level: -10.25 eV

two | # C3H2N2O2

The molecule C3H2N2O2 (ωB97M-V with the def2-TZVPD basis set, the OMol25 dataset).

```
9
Properties=species:S:1:pos:R:3:mulliken_charge:R:1
O -1.002 0.280 -0.703 -0.074
O 1.331 1.754 -1.477 -0.401
N 0.301 -0.738 0.753 -0.505
N -1.703 -0.827 -0.274 -0.270
C 1.176 1.323 -0.364 -0.069
C -0.887 -1.397 0.566 -0.056
C 0.162 0.263 -0.058 0.661
H 1.770 1.665 0.499 0.322
H -1.148 -2.323 1.060 0.392
```

Properties
* charge: 0
* HOMO-LUMO gap: 10.603 eV
* structure (SMILES): O=Cc1ncno1
* HOMO level: -11.15 eV

Quick one: least stable of them? one

one | # C3H2N2O2

The molecule C3H2N2O2 (ωB97M-V with the def2-TZVPD basis set, the OMol25 dataset).

```
9
Properties=species:S:1:pos:R:3:mulliken_charge:R:1
O 1.161 -2.420 0.135 -0.371
O 0.736 0.580 -0.957 -0.127
N 0.285 1.526 -0.085 -0.255
N -1.247 -0.125 -0.276 -0.469
C -0.143 -0.466 -0.907 0.396
C -0.905 1.083 0.246 -0.071
C 0.733 -1.326 0.073 0.185
H -1.510 1.625 0.955 0.376
H 0.890 -0.478 0.817 0.336
```

Properties
* charge: 0
* HOMO-LUMO gap (alpha / beta): 9.745 / 9.744 eV
* structure (SMILES): O=Cc1ncno1
* HOMO level (alpha / beta): -10.87 / -10.86 eV

two | # C3H2N2O2

The molecule C3H2N2O2 (ωB97M-V with the def2-TZVPD basis set, the OMol25 dataset).

```
9
Properties=species:S:1:pos:R:3:mulliken_charge:R:1
O -3.051 0.233 -0.776 -0.352
O -0.112 -1.252 0.065 -0.277
N 0.423 0.821 -0.800 -0.438
N 1.020 -0.738 0.765 -0.228
C -1.896 0.123 -0.642 0.627
C -0.590 -0.144 -0.635 0.031
C 1.302 0.457 0.048 0.006
H 0.690 -0.500 1.708 0.267
H 2.214 1.001 0.268 0.364
```

Properties
* charge: 0
* HOMO-LUMO gap: 8.560 eV
* structure (SMILES): O=C=C1N=CNO1
* HOMO level: -8.35 eV

three | # C3H2N2O2

The molecule C3H2N2O2 (ωB97M-V with the def2-TZVPD basis set, the OMol25 dataset).

```
9
Properties=species:S:1:pos:R:3:mulliken_charge:R:1
O -0.280 -1.604 -0.022 -0.477
O -2.415 0.236 -1.031 -0.408
N 2.072 -0.835 0.393 -0.178
N 0.607 0.494 0.353 -0.333
C -0.398 -0.407 0.090 0.678
C -1.805 0.237 0.009 -0.027
C 1.912 0.272 -0.123 0.113
H -2.215 0.611 0.972 0.301
H 2.521 0.995 -0.641 0.330
```

Properties
* charge: 0
* HOMO-LUMO gap (alpha / beta): 7.948 / 7.934 eV
* HOMO level (alpha / beta): -10.05 / -10.05 eV

four | # C3H2N2O2

The molecule C3H2N2O2 (ωB97M-V with the def2-TZVPD basis set, the OMol25 dataset).

```
9
Properties=species:S:1:pos:R:3:mulliken_charge:R:1
O 1.277 -0.567 0.850 -0.456
O 1.221 1.346 -0.408 -0.155
N -2.430 -1.224 0.004 -0.521
N -0.089 1.712 0.063 -0.429
C -1.617 -0.299 -0.033 0.399
C -0.904 0.767 0.028 0.301
C 1.777 0.218 0.096 0.198
H 2.796 0.154 -0.310 0.364
H -2.041 -2.115 -0.312 0.301
```

Properties
* charge: 0
* HOMO-LUMO gap: 8.328 eV
* structure (SMILES): N=C=C=NOC=O
* HOMO level: -9.37 eV

Quick one: least stable of them? three

one | # C5H14N4

A cluster of 3 separate species, C5H14N4 in total (ωB97M-V with the def2-TZVPD basis set, the OMol25 dataset).

```
23
Properties=species:S:1:pos:R:3:mulliken_charge:R:1
N 2.278 0.343 -1.054 -0.563
N -0.434 0.452 -1.705 -0.558
N -3.660 -0.679 -0.075 -0.382
N -0.799 -0.311 -0.639 -0.090
C 2.063 -0.470 -0.110 0.415
C -0.355 0.026 0.555 -0.173
C 3.123 -1.365 0.475 -1.109
C -2.875 0.404 0.157 -0.784
C 0.106 1.376 1.023 -0.893
H -2.737 1.100 -0.659 0.431
H 3.239 -1.161 1.543 0.226
H -0.740 1.924 1.456 0.299
H -3.534 -1.139 -0.966 0.235
H -2.905 0.814 1.158 0.365
H 0.551 1.963 0.225 0.286
H 0.857 1.255 1.803 0.337
H -0.398 -0.138 -2.527 0.273
H 3.244 0.362 -1.434 0.191
H -3.816 -1.317 0.690 0.222
H -0.636 -0.684 1.326 0.406
H 4.105 -1.239 -0.015 0.340
H 0.507 0.894 -1.609 0.264
H 2.816 -2.410 0.383 0.260
```

Properties
* charge: 0
* HOMO-LUMO gap (alpha / beta): 7.914 / 5.241 eV
* HOMO level (alpha / beta): -6.86 / -5.34 eV

two | # C5H14N4

A cluster of 2 separate species, C5H14N4 in total (ωB97M-V with the def2-TZVPD basis set, the OMol25 dataset).

```
23
Properties=species:S:1:pos:R:3:mulliken_charge:R:1
N -0.698 0.723 -0.766 -0.099
N 0.618 -2.043 -0.715 -0.404
N 3.069 -0.012 0.834 -0.388
N 1.204 -1.314 0.313 -0.306
C 2.193 -0.561 -0.071 -0.225
C -1.234 0.607 0.536 0.911
C -2.534 0.372 0.774 -1.159
C -1.474 0.398 -1.939 -1.138
C -0.355 1.215 1.594 -1.091
H 0.536 0.595 1.696 0.098
H 2.814 -0.121 1.803 0.228
H 0.302 0.812 -0.863 0.272
H 2.574 -0.578 -1.101 0.442
H -0.152 -2.609 -0.365 0.206
H -2.311 1.093 -2.029 0.340
H -0.852 1.215 2.561 0.411
H -0.069 2.233 1.328 0.257
H -3.246 0.081 0.021 0.308
H -1.936 -0.594 -1.873 0.298
H -2.976 0.619 1.723 0.253
H 4.047 0.028 0.599 0.212
H 1.318 -2.579 -1.234 0.235
H -0.840 0.417 -2.825 0.340
```

Properties
* charge: 0
* HOMO-LUMO gap: 8.356 eV
* structure (SMILES): C=C(C)NC.N/C=N/N
* HOMO level: -7.40 eV

Quick one: least stable of them? one

one | # C12H17N

A cluster of 2 separate species, C12H17N in total (ωB97M-V with the def2-TZVPD basis set, the OMol25 dataset).

```
30
Properties=species:S:1:pos:R:3:mulliken_charge:R:1
N 0.646 1.718 3.174 -0.285
C -0.655 -0.385 2.887 -0.748
C -0.224 -1.455 0.707 -1.066
C 0.167 0.639 2.413 -0.238
C 1.701 2.268 2.411 -0.574
C 0.936 0.551 1.221 1.106
C -1.859 -0.573 -2.858 -0.282
C -0.762 -1.448 1.950 -0.343
C -2.601 -1.511 -1.919 -1.119
C -0.291 -0.683 -2.873 -0.865
C 0.667 -0.433 0.292 -0.378
C 2.817 1.997 0.107 -1.158
C 1.861 1.674 1.220 0.289
H 2.094 3.194 2.809 0.424
H -1.365 -0.148 3.669 0.369
H 3.822 1.726 0.417 0.281
H 0.806 1.590 4.152 0.257
H 2.528 1.336 -0.715 0.237
H -0.289 -2.330 0.079 0.625
H -2.075 0.495 -2.728 0.329
H -3.653 -1.246 -1.876 0.334
H -2.556 -2.520 -2.369 0.303
H -2.274 -1.659 -0.897 0.277
H -2.169 -0.823 -3.855 0.315
H 1.238 -0.415 -0.622 0.479
H -0.055 -1.607 -2.360 0.193
H 0.270 0.190 -2.568 0.135
H 2.740 3.029 -0.239 0.335
H -1.397 -2.266 2.295 0.338
H -0.068 -0.904 -3.924 0.430
```

Properties
* charge: 0
* HOMO-LUMO gap: 8.908 eV
* structure (SMILES): Cc1c[nH]c2ccccc12.CCC
* HOMO level: -7.95 eV

two | # C12H17N

A cluster of 2 separate species, C12H17N in total (ωB97M-V with the def2-TZVPD basis set, the OMol25 dataset).

```
30
Properties=species:S:1:pos:R:3:mulliken_charge:R:1
N -1.428 -0.755 2.080 -0.201
C -1.645 -0.510 -0.189 0.368
C 1.360 2.534 0.756 -0.726
C 1.908 -1.797 -0.204 -0.503
C 2.204 1.835 -0.252 -0.515
C 0.844 -1.170 -0.752 -0.260
C -2.361 0.841 -2.187 -1.163
C -0.288 -1.244 1.427 -0.171
C 1.839 -2.363 1.116 -0.243
C -2.176 -0.527 -1.585 -0.520
C 0.738 -2.157 1.955 -0.850
C -0.379 -1.019 0.036 0.684
C -2.195 -0.119 1.074 -0.555
H -1.369 1.279 -2.366 0.294
H -3.214 0.266 1.185 0.400
H -3.007 0.936 -3.097 0.345
H -2.776 1.582 -1.457 0.313
H 0.387 2.012 0.714 0.067
H -1.353 -0.267 3.034 0.313
H 1.289 3.533 0.539 0.354
H -3.037 -1.317 -1.579 0.298
H 2.872 -1.643 -0.714 0.342
H 2.683 -3.020 1.491 0.321
H 0.890 -2.251 3.019 0.331
H 1.722 1.008 -0.769 -0.027
H 3.194 1.424 0.164 0.221
H -1.532 -1.065 -2.372 0.294
H 1.725 2.446 1.805 0.242
H 0.535 -1.031 -1.837 0.191
H 2.573 2.556 -1.034 0.360
```

Properties
* charge: 0
* HOMO-LUMO gap: 8.606 eV
* structure (SMILES): CCc1c[nH]c2ccccc12.CC
* HOMO level: -7.74 eV

three | # C12H17N

A cluster of 2 separate species, C12H17N in total (ωB97M-V with the def2-TZVPD basis set, the OMol25 dataset).

```
30
Properties=species:S:1:pos:R:3:mulliken_charge:R:1
N 1.202 -0.141 -1.830 -0.065
C 1.614 0.067 -0.552 -0.427
C -1.699 -1.024 1.270 -1.259
C -1.777 -1.242 -0.255 0.552
C 1.307 1.742 1.171 -0.260
C 2.758 -0.133 1.540 -0.388
C -0.929 2.795 -0.904 -1.354
C 0.267 0.858 -2.185 -0.606
C 0.047 1.691 -1.160 0.678
C 2.247 1.073 1.978 -0.620
C 2.480 -0.648 0.295 -0.788
C 0.938 1.225 -0.055 1.010
C -1.683 -2.747 -0.544 -1.368
H 2.375 1.447 2.979 0.378
H -0.937 3.078 0.145 0.321
H -2.615 -1.170 1.831 0.366
H -2.650 -0.789 -0.708 0.364
H 2.723 -1.666 0.031 0.334
H -1.246 -0.097 1.601 0.306
H 3.298 -0.724 2.290 0.319
H -0.939 -1.717 1.625 0.279
H -0.887 -3.342 -0.098 0.325
H 1.205 -0.995 -2.353 0.245
H -0.671 3.765 -1.371 0.309
H -2.543 -3.279 -0.111 0.366
H -1.579 -2.896 -1.617 0.364
H 0.797 2.539 1.700 0.246
H -0.296 0.631 -3.081 0.356
H -1.942 2.439 -1.079 0.272
H -0.863 -0.737 -0.556 -0.257
```

Properties
* charge: 0
* HOMO-LUMO gap: 8.901 eV
* structure (SMILES): Cc1c[nH]c2ccccc12.CCC
* HOMO level: -8.02 eV

four | # C12H17N

A cluster of 2 separate species, C12H17N in total (ωB97M-V with the def2-TZVPD basis set, the OMol25 dataset).

```
30
Properties=species:S:1:pos:R:3:mulliken_charge:R:1
N -1.699 -1.451 1.251 0.034
C 2.108 -1.024 0.388 -1.165
C -1.568 0.031 -0.415 1.225
C -1.126 1.227 -1.016 -0.519
C 2.345 0.372 -0.202 0.335
C -0.646 2.208 -0.194 -0.551
C -1.191 0.948 1.813 -0.958
C -0.673 2.070 1.211 -0.313
C -1.488 -0.130 0.968 -0.466
C -2.055 -1.624 -2.408 -1.374
C 3.102 1.261 0.773 -1.234
C -1.978 -2.111 0.078 -0.988
C -1.898 -1.251 -0.973 0.691
H 3.437 2.209 0.342 0.329
H -1.404 0.957 2.876 0.405
H -1.177 -1.363 -3.002 0.293
H 3.033 -1.565 0.548 0.436
H -2.299 -3.137 0.153 0.416
H 4.048 0.775 1.006 0.369
H 2.912 0.233 -1.126 0.357
H 1.428 -1.583 -0.258 0.258
H 2.504 1.428 1.667 0.280
H -2.267 -2.684 -2.511 0.363
H -0.333 3.154 -0.621 0.366
H 1.405 0.775 -0.577 -0.171
H 1.537 -0.918 1.310 0.221
H -0.451 2.966 1.773 0.443
H -1.126 1.229 -2.096 0.403
H -1.600 -1.919 2.135 0.200
H -2.882 -1.085 -2.892 0.316
```

Properties
* charge: 0
* HOMO-LUMO gap: 8.821 eV
* structure (SMILES): Cc1c[nH]c2ccccc12.CCC
* HOMO level: -7.90 eV

Quick one: least stable of them? two